(1)
A cluster of 2 separate species, C4H13NO2 in total in a non-equilibrium geometry. Source: OMol25; level of theory: wB97M-V/def2-TZVPD.

Kohn-Sham gap, eV: 10.40
Energy relative to the best compared isomer or geometry (same formula, charge and spin), kJ/mol: 56.20
Total charge: 0

XYZ file:
```
20
C4H13NO2 (wB97M-V/def2-TZVPD)
C -0.87 1.07 1.83
C -1.30 1.32 0.41
C -1.06 0.13 -0.49
N 0.37 -0.30 -0.49
C 0.65 -1.26 -1.53
O 0.94 -0.54 -2.71
H -1.38 0.20 2.26
H -1.18 1.93 2.45
H 0.21 0.95 1.95
H -0.73 2.18 0.05
H -2.35 1.59 0.35
H -1.66 -0.72 -0.17
H -1.37 0.23 -1.54
H 0.89 0.53 -0.75
H 1.46 -1.95 -1.30
H -0.24 -1.87 -1.68
H 1.32 -1.12 -3.39
O 2.12 -1.14 1.76
H 1.61 -0.89 0.97
H 2.58 -0.33 2.02
```

---

(2)
A structure of composition C31H50ClDyPSe in a non-equilibrium geometry. Source: OMol25; level of theory: wB97M-V/def2-TZVPD.

Kohn-Sham gap (spin up / spin down), eV: 4.42 / 4.56
Spin multiplicity: 6
Total charge: -1

XYZ file:
```
85
C31H50ClDyPSe (wB97M-V/def2-TZVPD)
Dy 0.19 2.09 2.06
Cl 1.44 3.05 0.13
P 0.88 -0.52 -0.63
C 0.83 2.90 3.94
H 0.19 2.83 4.87
H 0.91 4.04 3.84
C -0.09 -2.00 -1.25
C 2.42 -1.25 0.15
C -0.48 -2.95 -0.10
H -1.01 -1.51 -1.62
C -1.53 -3.96 -0.57
H 0.41 -3.49 0.25
H -0.86 -2.37 0.75
C -1.09 -4.73 -1.82
H -1.75 -4.65 0.25
H -2.46 -3.41 -0.79
C -0.54 -3.83 -2.93
H -0.32 -5.46 -1.53
H -1.94 -5.31 -2.21
C 0.49 -2.81 -2.42
H -0.08 -4.44 -3.72
H -1.37 -3.28 -3.39
H 1.39 -3.34 -2.09
H 0.79 -2.16 -3.25
C 1.58 0.32 -2.16
C 2.97 -2.59 -0.35
H 3.19 -0.47 -0.03
C 4.26 -2.93 0.40
H 2.24 -3.39 -0.18
H 3.18 -2.56 -1.43
C 4.08 -2.94 1.92
H 4.63 -3.91 0.06
H 5.03 -2.19 0.13
C 3.38 -1.69 2.46
H 3.49 -3.83 2.20
H 5.06 -3.05 2.41
C 2.13 -1.30 1.66
H 3.09 -1.84 3.51
H 4.08 -0.84 2.45
H 1.32 -2.03 1.85
H 1.77 -0.32 2.02
C 0.44 0.59 -3.15
H 1.90 1.28 -1.73
C 0.93 1.49 -4.29
H 0.07 -0.35 -3.57
H -0.41 1.07 -2.64
C 2.19 0.95 -4.98
H 0.12 1.61 -5.03
H 1.14 2.49 -3.88
C 3.29 0.52 -4.00
H 1.91 0.09 -5.61
H 2.59 1.71 -5.65
C 2.78 -0.34 -2.84
H 4.07 -0.04 -4.54
H 3.77 1.42 -3.58
H 2.50 -1.33 -3.22
H 3.60 -0.50 -2.12
C -2.48 1.84 0.24
C -1.77 2.62 1.11
H -1.93 1.49 -0.66
C -1.54 4.09 0.96
H -1.87 2.42 2.21
C -2.83 4.85 0.49
H -1.21 4.47 1.95
H -0.70 4.22 0.27
C -3.58 3.99 -0.56
H -3.46 5.03 1.39
H -2.50 5.82 0.08
C -3.83 2.49 -0.06
H -4.54 4.49 -0.77
H -2.99 3.98 -1.51
H -4.37 2.60 0.91
H -4.49 1.96 -0.79
Se -2.35 -0.06 1.38
C -2.94 0.62 3.10
C -4.14 1.32 3.21
C -4.45 2.00 4.40
C -3.59 1.89 5.50
C -2.38 1.22 5.39
C -2.02 0.60 4.18
H -4.84 1.35 2.37
H -5.39 2.54 4.48
H -3.88 2.35 6.45
H -1.70 1.14 6.24
H -1.06 0.11 4.06
```

---

(3)
An isolated molecule of C3H7NO2S in a non-equilibrium geometry. Source: OMol25; level of theory: wB97M-V/def2-TZVPD.

Kohn-Sham gap, eV: 8.61
Energy relative to the best compared isomer or geometry (same formula, charge and spin), kJ/mol: 261.44
Total charge: 0

XYZ file:
```
14
C3H7NO2S (wB97M-V/def2-TZVPD)
O -2.06 -0.46 -0.58
C -1.17 -1.43 -0.09
C -0.21 -0.77 0.94
C 0.68 0.22 0.24
S 2.17 -0.34 -0.26
N 0.20 1.43 -0.02
O -1.11 1.80 0.19
H -2.91 -0.84 -0.61
H -1.69 -2.24 0.40
H -0.62 -1.80 -0.94
H -0.84 -0.24 1.71
H 0.49 -1.50 1.40
H 0.70 1.96 -0.70
H -1.68 1.13 -0.28
```

---

(4)
A structure of composition C3HAgO2 in a non-equilibrium geometry. Source: OMol25; level of theory: wB97M-V/def2-TZVPD.

Kohn-Sham gap (spin up / spin down), eV: 9.74 / 6.68
Spin multiplicity: 2
Energy relative to the best compared isomer or geometry (same formula, charge and spin), kJ/mol: 203.79
Total charge: +1

XYZ file:
```
7
C3HAgO2 (wB97M-V/def2-TZVPD)
C 0.00 -1.80 -0.23
H 0.41 -2.67 -0.73
C -0.28 -0.83 0.48
O -2.16 0.04 -0.48
C -1.12 0.37 0.11
Ag 1.61 0.58 -0.21
O -0.34 1.34 -0.18
```

---

(5)
A structure of composition C27H19IrN5O5S. Source: OMol25; level of theory: wB97M-V/def2-TZVPD.

Kohn-Sham gap, eV: 5.71
Energy relative to the best compared isomer or geometry (same formula, charge and spin), kJ/mol: 146.97
Total charge: +1

XYZ file:
```
58
C27H19IrN5O5S (wB97M-V/def2-TZVPD)
Ir 1.56 -0.41 -4.27
C -6.41 1.63 6.59
O -6.04 0.37 6.04
C -5.25 0.35 4.95
C -4.92 -0.92 4.47
C -4.11 -1.04 3.36
C -3.62 0.09 2.70
C -3.96 1.35 3.19
C -4.77 1.49 4.31
C -2.76 0.00 1.52
N -2.28 1.02 0.85
C -1.55 0.47 -0.16
C -1.57 -0.91 -0.10
N -2.36 -1.19 0.98
C -0.88 -1.75 -1.02
C -0.81 -3.15 -1.03
C -0.07 -3.78 -2.00
C 0.61 -3.03 -2.97
N 0.56 -1.71 -2.98
C -0.17 -1.07 -2.02
C -0.13 0.35 -2.09
N 0.62 0.87 -3.09
C 0.77 2.18 -3.20
C 0.12 3.05 -2.31
C -0.66 2.55 -1.30
C -0.80 1.16 -1.17
H -7.03 1.42 7.45
H -6.98 2.22 5.86
H -5.52 2.19 6.90
H -5.31 -1.79 4.98
H -3.88 -2.04 3.01
H -3.58 2.23 2.69
H -5.01 2.48 4.66
H -2.59 -2.10 1.34
H -1.33 -3.73 -0.28
H 0.01 -4.86 -2.03
H 1.22 -3.50 -3.73
H 1.40 2.54 -4.00
H 0.27 4.11 -2.44
H -1.16 3.20 -0.60
O 4.02 2.36 -5.85
S 3.66 1.06 -6.39
N 2.52 0.34 -5.76
O 4.48 1.76 -1.94
C 5.04 0.73 -1.28
C 6.03 1.07 -0.35
C 6.67 0.08 0.37
C 6.34 -1.26 0.19
C 5.36 -1.60 -0.71
C 4.69 -0.61 -1.46
C 3.63 -1.10 -2.37
O 3.22 -2.24 -2.40
O 3.16 -0.14 -3.19
H 3.91 1.40 -2.64
H 6.28 2.11 -0.23
H 7.44 0.36 1.08
H 6.85 -2.03 0.76
H 5.08 -2.63 -0.87
```

---

Number 1: molecular weight 107.2 g mol⁻¹, calculated total energy -9943.6142 eV. Number 2: molecular weight 730.6 g mol⁻¹, calculated total energy -144197.2940 eV. Number 3: molecular weight 121.2 g mol⁻¹, calculated total energy -19642.8946 eV. Number 4: molecular weight 176.9 g mol⁻¹, calculated total energy -11207.6329 eV. Number 5: molecular weight 717.8 g mol⁻¹, calculated total energy -59664.1441 eV.